{
  "formula": "C40H50BrFN8O4",
  "method": "ωB97M-V with the def2-TZVPD basis set",
  "symbols": ["N", "H", "H", "C", "H", "H", "H", "C", "H", "H", "H", "H", "C", "H", "C", "C", "H", "C", "C", "C", "C", "O", "H", "O", "C", "H", "H", "C", "N", "C", "C", "H", "H", "H", "H", "F", "C", "H", "C", "H", "C", "C", "H", "C", "C", "C", "C", "N", "C", "C", "H", "H", "C", "N", "H", "H", "H", "C", "Br", "H", "C", "O", "H", "H", "H", "H", "O", "H", "C", "C", "N", "C", "H", "H", "C", "H", "H", "C", "C", "C", "H", "N", "H", "C", "C", "N", "H", "C", "H", "H", "H", "C", "H", "H", "H", "H", "N", "H", "C", "H", "C", "H", "H", "C"],
  "xyz": [[6.62135, -2.24264, 4.41179], [-9.55802, 1.22183, 2.25869], [-2.11961, 1.39646, -4.76430], [-7.22045, 3.42179, 1.74754], [5.71813, -2.33413, 3.98435], [-3.53526, -1.11789, 1.55439], [-3.24972, 5.19940, -5.52526], [-1.56354, 1.60591, -2.72374], [11.91390, -5.80592, -0.68438], [5.64835, -2.89339, 1.33908], [0.04927, 0.32036, 2.19833], [-2.70595, 0.12213, -3.72083], [-8.65404, 2.91227, 3.40259], [-6.83399, 3.17958, -2.51152], [8.46682, -1.34877, 5.24653], [12.29937, -4.07265, 0.46127], [-4.81180, 0.78041, -2.02954], [-0.68403, -3.02440, -0.85550], [5.51140, -3.91132, 1.66550], [-1.88386, 6.85910, -7.96537], [2.87972, -0.13145, 3.57997], [-4.09157, 4.27933, -3.91494], [-9.18842, 2.92028, 4.33851], [-5.81346, 4.04977, -5.37156], [1.18824, -1.96668, -0.24600], [9.20264, -0.62761, 5.56318], [13.26899, -3.83600, 0.05604], [1.59598, 1.58119, 2.89819], [-2.61945, 6.77877, -6.81393], [-1.50741, 5.58953, -8.31407], [1.28690, -3.25778, 0.19758], [9.52619, -3.97771, 2.23426], [2.12049, -3.67613, 0.73855], [-3.58247, 0.26906, 3.88794], [-4.75783, -0.05695, -3.56879], [-7.19539, 1.59889, -1.20506], [-2.03310, 4.70846, -7.33198], [-6.46442, 3.82276, 1.09311], [-4.99290, 0.91486, -3.10842], [3.53443, 1.99881, 3.80913], [8.55889, -2.76300, 5.34639], [-8.86446, 2.03927, 2.36742], [-5.93440, 1.61671, 3.90801], [-4.88842, 3.64021, -4.85118], [-3.95452, 1.93952, -3.64824], [-6.47037, 1.21252, -3.45938], [7.40398, -3.28480, 4.82592], [-7.99046, 2.35878, 1.36144], [-4.32081, -0.46665, 1.90498], [7.25953, -1.05905, 4.66814], [3.68290, -6.09747, 3.23415], [9.37874, -3.33159, 5.75416], [1.72505, -0.64447, 3.04858], [11.59950, -5.16229, 0.01852], [11.82703, -2.56272, 1.96482], [-7.19250, 4.59972, 3.58526], [-7.00494, 0.24924, -3.45049], [-4.34475, 0.25845, 3.12569], [-2.03536, 1.11717, -0.85610], [-0.35518, -0.98268, -1.30105], [0.09804, -3.93149, -0.18952], [-4.31863, 2.38947, -4.96858], [-8.25416, 2.21409, -2.80401], [-5.86793, -0.52953, 0.29319], [3.69372, -0.70572, 3.99345], [-6.60723, 1.60165, -4.47876], [-0.58864, 2.14430, -2.94170], [-1.65558, -3.12432, -1.31047], [-3.99720, 3.28967, -2.88163], [4.46585, -5.61470, 2.67352], [4.40569, -4.27562, 2.38985], [-7.19892, 2.14321, -2.49634], [1.38802, -1.66103, 2.92992], [-3.02880, 7.55888, -6.33279], [-7.61019, 3.79072, 3.00851], [-1.69381, 7.80945, -8.43537], [9.70404, -6.02984, 0.47071], [6.28706, -5.02452, 1.49402], [-2.71105, 5.47254, -6.41838], [-5.52576, 0.95267, 3.16479], [1.14497, 2.52656, 2.64709], [-6.21357, 0.68011, 2.01673], [-4.78211, 3.33513, -2.11276], [10.40415, -5.23855, 0.68198], [10.34348, -4.19123, 1.56290], [-0.01456, -1.82949, -0.88072], [-3.10816, 3.62577, -2.32563], [-5.49037, -0.18825, 1.24327], [-0.15348, -4.96245, -0.00118], [-1.92481, 3.63620, -7.29951], [7.22689, -5.06060, 0.96717], [5.62416, -6.10671, 2.13309], [-7.11474, 1.06214, 1.77911], [-0.91994, 5.32154, -9.17696], [3.66492, -3.65623, 2.66854], [6.80108, -0.11705, 4.41622], [0.95169, 0.40252, 2.63226], [7.07220, -4.30402, 4.71255], [11.54687, -3.45081, 1.42230], [5.95983, -7.12938, 2.18900], [-2.59159, 1.21489, -3.79007], [-7.92173, 1.88513, 0.47483], [1.86823, -1.13460, -0.16319], [2.79713, 1.28308, 3.48414]],
  "orbital_gap_ev": 8.07,
  "total_energy_ev": -135158.635,
  "multiplicity": 1,
  "total_charge": 0
}

{
  "formula": "C4H23N2O6",
  "method": "ωB97M-V with the def2-TZVPD basis set",
  "symbols": ["O", "H", "H", "H", "O", "H", "H", "H", "H", "H", "O", "H", "H", "N", "C", "H", "H", "O", "H", "H", "C", "H", "H", "C", "C", "H", "H", "H", "H", "N", "H", "O", "H", "H", "O"],
  "xyz": [[-1.15486, 2.42845, -1.05594], [0.37953, -1.69419, -2.65884], [-2.27506, -2.97905, -0.58864], [0.66927, 1.28338, -0.63821], [1.53011, 1.90850, -2.33692], [-2.71129, 0.41572, 1.32336], [-2.13408, -1.58119, 0.21847], [0.56181, 2.08207, -2.17397], [-0.78735, -2.99365, 1.90959], [-1.86262, 2.39237, -1.71748], [-0.39968, -1.20967, -2.34514], [2.00396, 0.29427, -0.35896], [-1.03687, -0.28787, 0.05929], [-1.58161, -2.38099, -0.14510], [0.03753, 0.72158, 1.73336], [3.52120, 0.44498, 1.72840], [-0.83314, 2.55697, 1.66337], [3.08461, 0.90678, 0.97067], [-0.62624, 0.42645, 2.51108], [0.10540, -3.63716, 0.33932], [-0.44965, -2.72767, 0.77366], [1.96140, 2.03480, -3.09759], [0.81760, 0.04009, -1.51788], [-0.00763, -0.23925, 0.47882], [0.55201, -1.60627, 0.90163], [1.51344, -1.82235, 0.31177], [2.96874, 1.90977, 0.91551], [-2.33038, 0.64336, -0.12222], [1.05244, 0.63744, 2.13492], [0.93625, 0.25471, -0.56559], [1.05024, -1.75733, 1.88153], [-0.07678, 2.03589, 1.13684], [-1.04132, 3.29193, -0.58644], [-0.52821, -1.82955, -1.49848], [-2.90876, 0.03668, 0.41581]],
  "orbital_gap_ev": 9.42,
  "e_above_lowest_ev": 3.089,
  "total_energy_ev": -19777.641,
  "multiplicity": 1,
  "total_charge": 1
}